# 1
The following is a quantum chemistry calculation of C18H34N2O2 in the gas phase, from the OMol25 dataset.

```
56
Properties=species:S:1:pos:R:3:nbo_charge:R:1
C 6.1581 2.2324 0.7219 -0.609
C 6.6623 0.8224 0.4371 -0.395
C 6.3536 0.3459 -0.9834 -0.386
C 4.8649 0.2670 -1.3261 -0.397
C 4.1075 -0.7507 -0.4754 -0.391
C 2.6623 -0.9719 -0.9346 -0.214
C 1.7801 0.2440 -0.6480 -0.397
C 0.3440 0.0032 -1.1008 -0.390
C -0.2517 -1.2294 -0.4144 -0.292
C -1.6446 -1.4758 -0.9759 0.689
O -1.8449 -1.7516 -2.1407 -0.641
N -2.6464 -1.3726 -0.0707 -0.621
C -4.0345 -1.5019 -0.4496 -0.259
C -4.7029 -0.1527 -0.7946 -0.211
N -5.1060 0.6985 0.3004 -0.447
C -4.0418 1.2197 1.1315 -0.247
C -4.6171 2.3532 1.9848 -0.071
O -5.6744 1.8893 2.7914 -0.523
C -6.6991 1.3370 1.9977 -0.071
C -6.1758 0.1866 1.1335 -0.252
C 0.6309 -2.4479 -0.6938 -0.395
C 2.0644 -2.1973 -0.2399 -0.381
H 6.4991 2.5647 1.7001 0.210
H 5.0718 2.2690 0.7136 0.199
H 6.5324 2.9285 -0.0259 0.201
H 6.2323 0.1286 1.1612 0.194
H 7.7466 0.8019 0.5728 0.201
H 6.8353 1.0263 -1.6905 0.197
H 6.7997 -0.6423 -1.1225 0.197
H 4.7727 -0.0188 -2.3772 0.201
H 4.4170 1.2545 -1.2166 0.195
H 4.0989 -0.4297 0.5679 0.194
H 4.6389 -1.7049 -0.5235 0.199
H 2.6616 -1.1547 -2.0149 0.194
H 2.1711 1.1218 -1.1643 0.211
H 1.7938 0.4521 0.4255 0.191
H 0.3163 -0.1588 -2.1800 0.218
H -0.2679 0.8816 -0.8777 0.203
H -0.3021 -1.0558 0.6662 0.190
H -2.4345 -1.0876 0.8713 0.394
H -4.5811 -2.0084 0.3492 0.196
H -4.0491 -2.1258 -1.3464 0.238
H -5.6011 -0.3602 -1.3819 0.200
H -4.0121 0.4165 -1.4228 0.206
H -3.2410 1.6010 0.4955 0.209
H -3.6310 0.4546 1.8158 0.150
H -3.8633 2.7508 2.6667 0.191
H -4.9749 3.1550 1.3224 0.168
H -7.4665 0.9865 2.6898 0.192
H -7.1209 2.1129 1.3418 0.166
H -6.9783 -0.1885 0.4961 0.207
H -5.8380 -0.6272 1.7995 0.163
H 0.2238 -3.3219 -0.1795 0.207
H 0.6073 -2.6496 -1.7660 0.219
H 2.6717 -3.0783 -0.4584 0.208
H 2.0828 -2.0414 0.8422 0.190
```

Computed properties:
Multiplicity: 1
Energy, eV: -26293.7816
LUMO, Ha: 0.026
Energy relative to the best compared isomer or geometry (same formula, charge and spin), kcal per mole: 8.1

# 2
The following is a quantum chemistry calculation of C9H18N4S in the gas phase, from the OMol25 dataset.

```
32
Properties=species:S:1:pos:R:3:nbo_charge:R:1
C -1.3468 -3.2972 2.0596 -0.635
C -1.2424 -2.0327 2.8864 -0.424
C 0.0777 -1.8328 3.5694 -0.408
C 1.2894 -1.4619 2.6373 -0.499
S 1.2445 0.2328 1.8711 0.205
C 0.3313 -0.0347 0.3786 0.181
N -0.0209 -1.0837 -0.1990 -0.349
N -0.4767 -0.8068 -1.5295 -0.294
C -0.3722 0.4975 -1.7121 0.356
C -0.9209 1.1263 -2.8921 -0.459
C 0.1066 2.0338 -3.6560 -0.393
C -0.3238 2.6702 -4.8610 -0.628
N 0.2375 1.0307 -0.5512 -0.261
N 0.3312 2.4326 -0.2536 -0.649
H -1.3005 -4.2481 2.6911 0.203
H -2.4754 -3.1550 1.7214 0.214
H -0.6100 -3.3534 1.1393 0.242
H -2.1071 -1.9267 3.6921 0.207
H -1.4302 -1.1600 2.2218 0.213
H -0.0628 -0.7614 4.1423 0.201
H 0.4919 -2.6142 4.3577 0.220
H 1.2867 -2.0527 1.7667 0.234
H 2.2279 -1.5816 3.2406 0.236
H -1.2966 0.2101 -3.4319 0.251
H -1.7364 1.7801 -2.5596 0.222
H 1.0866 1.3733 -3.7004 0.206
H 0.4417 2.8119 -2.8308 0.218
H 0.5462 3.0851 -5.3725 0.220
H -0.8368 2.0302 -5.5301 0.210
H -1.0072 3.5653 -4.8196 0.211
H -0.4960 2.6077 0.5136 0.370
H 1.2749 2.6439 0.0938 0.378
```

Computed properties:
Multiplicity: 1
Energy, eV: -26417.2474
LUMO, Ha: 0.017
Energy relative to the best compared isomer or geometry (same formula, charge and spin), kcal per mole: 0.0

# 3
The following is a quantum chemistry calculation of a molecular structure, C34H29ClF6IrNO2Sb, from the OMol25 dataset.

```
75
Properties=species:S:1:pos:R:3:lowdin_spin:R:1
Ir 1.0566 -0.7328 -0.0830 1.138
O 0.5712 -1.2614 1.8233 0.189
C -0.4088 -0.9410 2.6956 0.015
C -0.5737 0.6103 2.7818 0.012
C -1.2512 1.1650 1.5670 0.001
C -2.4658 1.8235 1.7401 0.001
C -3.1157 2.3566 0.6446 0.000
C -2.5328 2.2157 -0.5974 0.000
C -1.3285 1.5221 -0.7190 0.000
C -0.8367 1.2852 -2.1152 -0.003
C 0.6915 1.3387 -2.4138 0.008
O 1.3395 0.3155 -1.8087 0.119
C 1.3741 2.6411 -1.9854 0.006
C 0.7187 3.7384 -1.4515 0.000
C 1.4433 4.8551 -1.0638 0.001
C 2.8169 4.8881 -1.2156 -0.001
C 3.4760 3.7939 -1.7515 0.000
C 2.7591 2.6735 -2.1243 0.000
C 0.7842 1.1678 -3.9461 0.005
C 0.6585 -0.1133 -4.4675 0.001
C 0.6736 -0.3122 -5.8358 0.000
C 0.8195 0.7663 -6.6929 0.000
C 0.9455 2.0453 -6.1746 0.000
C 0.9257 2.2488 -4.8038 0.001
N -0.7121 1.0132 0.3490 0.007
C -1.7631 -1.5313 2.2683 0.008
C -1.9729 -1.8196 0.9308 0.005
C -3.1661 -2.3604 0.4957 0.001
C -4.1706 -2.6111 1.4140 0.000
C -3.9753 -2.3109 2.7532 0.000
C -2.7739 -1.7728 3.1870 0.001
C 0.0194 -1.5887 4.0174 -0.001
C 0.3924 -0.8960 5.1573 0.000
C 0.8217 -1.5977 6.2747 0.000
C 0.8958 -2.9789 6.2510 0.000
C 0.5537 -3.6673 5.0986 0.000
C 0.1225 -2.9758 3.9841 0.000
H 0.4253 1.0382 2.8876 0.000
H -1.1724 0.8498 3.6598 0.001
H -2.8979 1.9162 2.7229 0.000
H -4.0588 2.8671 0.7511 0.000
H -3.0072 2.6211 -1.4764 0.000
H -1.3473 1.9709 -2.7947 0.000
H -1.1324 0.2644 -2.3771 0.000
H -0.3538 3.7462 -1.3464 0.000
H 0.9279 5.7048 -0.6413 0.000
H 3.3743 5.7625 -0.9156 0.000
H 4.5495 3.8141 -1.8790 0.000
H 3.2631 1.8102 -2.5325 0.000
H 0.5516 -0.9522 -3.7967 0.000
H 0.5684 -1.3134 -6.2257 0.000
H 0.8302 0.6095 -7.7622 0.000
H 1.0634 2.8909 -6.8387 0.000
H 1.0226 3.2486 -4.4047 0.000
H -1.1705 -1.6316 0.2327 0.003
H -3.2930 -2.5943 -0.5507 0.000
H -5.1069 -3.0374 1.0853 0.000
H -4.7565 -2.5162 3.4723 0.000
H -2.6237 -1.5617 4.2368 0.000
H 0.3652 0.1825 5.1967 0.000
H 1.1163 -1.0552 7.1617 0.000
H 1.2314 -3.5182 7.1246 0.000
H 0.6321 -4.7423 5.0584 0.000
H -0.1279 -3.4965 3.0723 0.000
Cl 2.6531 1.6160 1.1178 -0.165
C 3.2436 0.0375 0.7731 -0.337
H 3.4846 -0.5049 1.6742 -0.016
H 3.9934 0.0467 -0.0030 -0.016
F 2.2007 -2.9089 -0.8123 0.002
Sb 0.7205 -3.9611 -1.5597 0.000
F 0.1004 -4.1503 0.2335 -0.001
F -0.1930 -2.2070 -1.7063 0.012
F -0.8996 -4.7208 -2.1792 0.000
F 1.2741 -3.5685 -3.3333 0.000
F 1.7365 -5.5493 -1.5091 0.000
```

Computed properties:
Multiplicity: 2
Energy, eV: -79517.6040
LUMO (alpha / beta), Ha: -0.114 / -0.083
<S²>: 1.246